1.
Entry from the Open Molecules 2025 dataset: the ion C5H13BN5O2S with charge +1 (the ωB97M-V functional and the def2-TZVPD basis).

- Kohn-Sham gap: 9.23 eV
- Structure (SMILES): COB(O)n1c(NCCN)nc[n+]1S
- LUMO energy: -0.11779 Ha

Structure (ORCA input):
```
! RIJCOSX wB97M-V def2-TZVPD def2/J DEFGRID3
* xyz 1 1
C -2.67367 -0.52286 2.05995
O -1.70996 -1.08489 1.15166
B -1.41850 -0.47466 0.00455
O -2.06055 0.60255 -0.53584
N -0.22262 -0.98622 -0.76006
C 1.11476 -1.03578 -0.56582
N 1.76637 -0.63092 0.50812
C 1.20534 -0.10241 1.73579
C 0.77792 1.40492 1.66943
N 0.80452 2.06091 0.38101
N 1.75446 -1.52795 -1.65505
C 0.81389 -1.79698 -2.50642
N -0.40576 -1.49361 -2.04899
S -1.88152 -1.71467 -2.84426
H -3.68310 -0.67934 1.68451
H -2.49171 0.54003 2.20592
H -2.57102 -1.04819 3.00358
H -3.00157 0.46440 -0.70183
H 2.76905 -0.70055 0.43162
H 1.97160 -0.22252 2.49852
H 0.37314 -0.72086 2.06247
H -0.23927 1.48318 2.05223
H 1.41158 1.96275 2.35816
H -0.01847 1.91922 -0.18375
H 1.64559 1.90633 -0.15264
H 0.94385 -2.22488 -3.48951
H -2.23186 -2.85862 -2.22776
*
```

=====

2.
Entry from the Open Molecules 2025 dataset: a structure of composition C5H13BO2 in a non-equilibrium geometry (the ωB97M-V functional and the def2-TZVPD basis).

- Kohn-Sham gap: 8.77 eV
- Energy above the lowest of the compared OMol25 structures with the same formula, charge and spin: 66.1 kcal per mole
- LUMO energy: 0.01707 Ha

Structure (ORCA input):
```
! RIJCOSX wB97M-V def2-TZVPD def2/J DEFGRID3
* xyz 0 1
B 1.03664 0.38861 -0.41970
C 2.19583 0.07525 0.70889
C -1.61958 1.47221 0.01395
C 0.19368 -1.94539 -0.28080
C -1.52738 0.00898 0.36333
C -0.14159 -0.57352 -0.83886
O 1.22118 1.45163 -1.17346
O -0.76373 -0.56140 -2.07982
H 1.84423 -0.28949 1.65646
H 2.68496 0.99544 0.93561
H 2.74085 -0.75411 0.23907
H -0.85236 2.14069 0.38177
H -1.75053 1.80030 -1.07261
H -2.59273 1.78461 0.57186
H -0.45259 -2.62691 -0.60218
H 0.05169 -2.03504 0.72537
H 1.17214 -2.32007 -0.59932
H -1.11709 -0.41152 1.33828
H -2.43235 -0.65909 0.06288
H 1.76464 2.14130 -0.96771
H -0.51180 0.28984 -2.32693
*
```

=====

3.
Entry from the Open Molecules 2025 dataset: a structure of composition C5H13CeO3 in a non-equilibrium geometry (the ωB97M-V functional and the def2-TZVPD basis).

- Kohn-Sham gap (spin up / spin down): 5.88 / 9.60 eV
- <S²>: 2.001
- LUMO energy (spin up / spin down): -0.14509 / -0.15240 Ha

Structure (ORCA input):
```
! RIJCOSX wB97M-V def2-TZVPD def2/J DEFGRID3
* xyz 1 3
C -2.58043 -0.40688 0.18998
C -1.87764 0.53653 -0.75308
O -0.47782 0.62023 -0.44949
C 0.23655 1.43580 -1.37631
C 1.73349 1.39740 -1.14248
O 2.40920 0.35853 -1.80037
C 2.23879 -0.92462 -1.24832
H -3.66291 -0.34528 -0.00373
H -2.62363 -0.21422 1.26969
H -2.29773 1.55109 -0.67149
H -1.97361 0.20830 -1.80005
H -0.12704 2.47119 -1.27973
H 0.02461 1.08219 -2.39741
H 1.95303 1.37887 -0.05662
H 2.14796 2.33435 -1.53815
H 2.99600 -1.57870 -1.69674
H 2.38987 -0.90839 -0.15402
H 1.23970 -1.33695 -1.46047
Ce 0.16839 -0.17967 1.82505
O -0.31148 -2.33912 1.39535
H 0.23370 -2.91160 0.85324
H -2.11147 -1.48199 0.12627
*
```

=====

4.
Entry from the Open Molecules 2025 dataset: a cluster of 2 separate species, C5H13ClNO in total in a non-equilibrium geometry (the ωB97M-V functional and the def2-TZVPD basis).

- Kohn-Sham gap: 9.90 eV
- Energy above the lowest of the compared OMol25 structures with the same formula, charge and spin: 16.1 kcal per mole
- LUMO energy: -0.15023 Ha

Structure (ORCA input):
```
! RIJCOSX wB97M-V def2-TZVPD def2/J DEFGRID3
* xyz 1 1
C 1.02664 -1.47397 -1.31680
C 0.18152 -0.49799 1.32164
C 0.09917 1.52644 -0.10322
C -0.43162 -0.96104 -1.00354
C -2.99990 0.70990 0.47223
N -0.40691 0.11161 0.13449
O -3.33422 0.07058 1.52867
Cl -4.31332 1.41420 -0.39752
H 1.70860 -0.62167 -1.49944
H 1.10256 -2.10194 -2.20990
H 1.39956 -2.10593 -0.55417
H -0.15565 -1.50542 1.31836
H 1.19174 -0.50797 1.05992
H -0.11904 0.16494 2.22934
H -0.26085 1.76314 -1.11348
H -0.37509 2.05694 0.66600
H 1.17807 1.48204 0.03424
H -0.92502 -0.37471 -1.90416
H -1.02756 -1.82668 -0.52003
H -1.47257 0.29701 0.31643
H -4.35010 -0.07939 1.60454
*
```

=====

5.
Entry from the Open Molecules 2025 dataset: a cluster of 2 separate species, C5H13FN in total in a non-equilibrium geometry (the ωB97M-V functional and the def2-TZVPD basis).

- Kohn-Sham gap: 11.14 eV
- Energy above the lowest of the compared OMol25 structures with the same formula, charge and spin: 57.9 kcal per mole
- LUMO energy: -0.12620 Ha

Structure (ORCA input):
```
! RIJCOSX wB97M-V def2-TZVPD def2/J DEFGRID3
* xyz 1 1
C -2.80370 -0.83610 -0.19239
C 2.87268 0.02806 -1.08645
C 2.37894 0.25987 1.33179
C -1.94899 0.02151 0.20195
C 1.80241 -0.22180 0.03124
N -1.87541 1.59470 -0.03130
F 0.68232 0.52667 -0.45397
H -3.74286 -0.76956 -0.75022
H 1.41520 -1.28873 -0.16846
H -2.48722 -1.88830 0.03233
H 3.25452 -0.89072 -1.38565
H 2.55536 0.65391 -1.96888
H 3.64986 0.57009 -0.44915
H 3.56670 0.14099 1.30624
H 1.90492 -0.15676 2.14966
H 2.26076 1.45568 1.20343
H -1.19321 -0.49374 0.78121
H -2.64894 1.88085 -0.59288
H -0.96597 1.69862 -0.50988
H -2.01032 1.88703 0.88034
*
```

=====

6.
Entry from the Open Molecules 2025 dataset: the molecule C5H13N in a non-equilibrium geometry (the ωB97M-V functional and the def2-TZVPD basis).

- Kohn-Sham gap: 9.52 eV
- Structure (SMILES): CC[C@@H](C)NC
- Energy above the lowest of the compared OMol25 structures with the same formula, charge and spin: 44.7 kcal per mole
- LUMO energy: 0.04424 Ha

Structure (ORCA input):
```
! RIJCOSX wB97M-V def2-TZVPD def2/J DEFGRID3
* xyz 0 1
C 0.11409 0.21817 -2.34021
N 0.30993 -0.48168 -1.01025
C -1.14845 -1.25665 1.74889
C 0.12835 -0.50515 1.35194
C -0.09543 0.38987 0.13361
C 0.77051 1.64080 0.20864
H 0.82414 1.02081 -2.52919
H -0.97589 0.43777 -2.33419
H 0.12664 -0.57464 -3.09821
H 0.13140 -1.40438 -1.36014
H -1.08052 -2.17675 1.13908
H -2.04485 -0.73520 1.42729
H -1.11057 -1.57044 2.78462
H 0.52673 -0.03589 2.26155
H 0.98461 -1.15922 1.13803
H -1.13086 0.66805 -0.06270
H 1.02571 2.16312 -0.70172
H 0.33920 2.17044 1.07711
H 1.73903 1.41473 0.66187
*
```